[1]
{
  "formula": "C47H36BIN3O7PSZr",
  "method": "wB97M-V/def2-TZVPD",
  "species": ["Zr", "C", "C", "O", "C", "C", "C", "N", "N", "C", "O", "C", "C", "C", "C", "C", "C", "H", "H", "H", "H", "H", "H", "H", "H", "H", "H", "H", "H", "I", "C", "C", "C", "C", "C", "C", "C", "C", "C", "P", "C", "C", "C", "C", "C", "C", "C", "C", "C", "C", "C", "C", "C", "H", "H", "H", "H", "H", "H", "H", "H", "H", "H", "H", "H", "H", "H", "H", "H", "O", "C", "N", "S", "O", "O", "C", "C", "C", "C", "C", "C", "H", "H", "H", "H", "O", "B", "O", "C", "C", "C", "C", "C", "C", "H", "H", "H", "H"],
  "coordinates": [[-0.097982, 0.800753, -0.165582], [-4.437888, 0.754482, -0.489364], [-3.176669, 0.896111, 0.297113], [-2.114938, 0.394718, -0.282981], [-3.142723, 1.467266, 1.533995], [-1.987636, 1.532727, 2.372599], [-2.171802, 2.041982, 3.771513], [-0.804024, 1.168877, 1.958858], [0.201511, 1.257100, 2.928750], [1.354997, 1.117154, 2.380430], [1.500505, 0.935739, 1.077601], [2.582475, 1.076236, 3.201730], [3.729226, 0.489958, 2.675845], [4.879568, 0.411033, 3.447073], [4.891731, 0.926400, 4.734699], [3.748459, 1.520115, 5.256515], [2.594950, 1.592752, 4.494867], [-4.620195, -0.303829, -0.681913], [-5.292130, 1.187167, 0.026465], [-4.310638, 1.233744, -1.460754], [-4.069927, 1.835105, 1.947209], [-3.224339, 2.213868, 3.982020], [-1.753151, 1.339666, 4.490071], [-1.620332, 2.975536, 3.894019], [3.706318, 0.095319, 1.668353], [5.769112, -0.051862, 3.039733], [5.792018, 0.868189, 5.333044], [3.759240, 1.929224, 6.258507], [1.695353, 2.047261, 4.887278], [-0.103307, -2.190787, 1.246933], [-1.850433, -3.301655, 0.914764], [-2.620298, -3.522918, 2.022252], [-3.639466, -4.495988, 2.011799], [-3.791365, -5.285448, 0.913541], [-3.003366, -5.076741, -0.246299], [-3.133984, -5.965824, -1.340439], [-2.381089, -5.805276, -2.463819], [-1.554237, -4.672457, -2.576788], [-1.418738, -3.752631, -1.564957], [-0.698877, -2.119510, -2.050911], [-2.013445, -1.535524, -3.189149], [-3.255764, -2.152045, -3.327416], [-4.245477, -1.586075, -4.121827], [-4.006111, -0.400058, -4.795555], [-2.776427, 0.230302, -4.655817], [-1.795768, -0.320290, -3.845666], [0.663521, -2.662396, -3.141473], [1.646171, -3.468315, -2.559936], [2.771576, -3.836086, -3.277502], [2.943119, -3.390126, -4.582655], [1.976185, -2.585702, -5.163291], [0.838605, -2.226881, -4.449804], [-2.069862, -4.002868, -0.309612], [-2.418431, -2.976603, 2.933474], [-4.244396, -4.646108, 2.895791], [-4.510067, -6.095676, 0.904890], [-3.832625, -6.788880, -1.249538], [-2.455761, -6.502092, -3.288068], [-1.056284, -4.486654, -3.520435], [-3.464931, -3.081060, -2.815381], [-5.204450, -2.080710, -4.213555], [-4.774015, 0.038646, -5.419849], [-2.589610, 1.166618, -5.165605], [-0.848789, 0.197297, -3.725816], [1.534354, -3.799110, -1.533100], [3.523164, -4.460885, -2.811297], [3.828943, -3.666550, -5.140281], [2.102449, -2.228188, -6.177293], [0.098100, -1.595547, -4.920878], [2.399898, -1.341360, -0.576066], [2.404709, -0.593267, -1.535289], [1.354971, 0.237291, -1.866990], [1.787274, 1.286841, -3.069410], [2.091579, 2.583349, -2.528597], [0.849434, 1.216814, -4.159364], [3.292911, 0.462724, -3.473816], [4.163286, 0.704041, -4.517987], [5.312290, -0.074023, -4.567900], [5.567801, -1.043714, -3.598536], [4.676168, -1.268071, -2.559712], [3.527738, -0.497573, -2.516515], [3.956895, 1.461233, -5.262018], [6.023190, 0.074884, -5.370137], [6.474518, -1.630864, -3.664361], [4.851028, -2.023516, -1.805179], [-1.364755, 4.232128, -0.577404], [-0.698586, 3.021079, -0.553662], [-0.713399, 2.476400, -1.871748], [-1.342888, 3.399733, -2.682097], [-1.525172, 3.390935, -4.045243], [-2.192075, 4.490277, -4.581881], [-2.627050, 5.539975, -3.777747], [-2.400867, 5.547237, -2.403474], [-1.743358, 4.455702, -1.882370], [-1.138381, 2.586572, -4.654520], [-2.362824, 4.535036, -5.649384], [-3.137440, 6.378456, -4.232702], [-2.709096, 6.368892, -1.772318]],
  "atomic_forces_ev_per_a": [[-0.54, -0.23, -0.16], [-0.01, 0.00, -0.04], [0.09, -0.11, 0.09], [0.41, 0.08, -0.03], [-0.06, -0.03, -0.06], [0.03, -0.11, 0.12], [-0.01, -0.01, 0.00], [-0.02, 0.30, 0.04], [0.02, -0.04, 0.00], [0.03, -0.13, 0.00], [-0.11, -0.17, -0.08], [0.00, 0.08, 0.00], [0.02, 0.02, -0.01], [0.00, 0.01, -0.01], [0.00, 0.01, 0.00], [0.00, 0.01, -0.01], [-0.01, -0.03, 0.02], [-0.01, -0.04, 0.00], [0.01, 0.00, 0.00], [0.00, 0.03, -0.05], [0.00, 0.01, -0.01], [0.00, 0.00, 0.00], [-0.01, -0.01, 0.00], [0.01, -0.01, 0.00], [-0.01, -0.01, 0.00], [0.00, 0.00, 0.00], [0.00, 0.00, 0.00], [0.00, 0.00, 0.00], [0.00, 0.00, 0.00], [0.12, -0.17, 0.31], [0.04, 0.12, -0.03], [-0.02, 0.06, 0.01], [0.00, -0.03, -0.06], [0.03, 0.04, 0.02], [-0.04, 0.00, -0.02], [0.02, -0.02, -0.01], [-0.01, 0.01, 0.04], [0.01, -0.04, 0.05], [0.03, -0.08, -0.03], [-0.31, 0.10, 0.09], [-0.10, 0.00, -0.04], [-0.02, -0.01, 0.00], [0.01, -0.01, 0.03], [0.01, 0.04, -0.02], [-0.06, -0.02, 0.00], [0.02, -0.01, 0.12], [0.03, -0.04, 0.05], [0.04, -0.08, -0.03], [-0.07, -0.04, 0.00], [-0.04, -0.02, -0.02], [0.05, -0.01, -0.02], [0.00, 0.05, 0.01], [0.05, 0.00, -0.08], [0.02, 0.00, 0.00], [0.00, 0.00, 0.00], [-0.01, 0.00, 0.01], [0.00, 0.00, -0.01], [-0.01, 0.00, 0.00], [0.00, -0.01, -0.01], [-0.04, 0.02, 0.00], [0.00, 0.00, 0.00], [-0.01, 0.00, 0.00], [-0.04, -0.08, -0.01], [-0.19, -0.07, -0.05], [0.00, 0.02, -0.03], [0.00, -0.01, 0.00], [0.00, 0.01, 0.00], [0.00, -0.01, -0.01], [-0.02, 0.01, 0.00], [-0.01, 0.10, 0.01], [0.00, -0.15, 0.00], [0.30, 0.72, 0.21], [0.17, -0.04, 0.07], [-0.03, -0.01, -0.09], [0.20, 0.08, -0.11], [-0.02, 0.00, -0.02], [-0.02, -0.01, 0.01], [0.02, -0.03, 0.01], [0.02, 0.03, 0.00], [0.01, 0.06, 0.02], [-0.02, -0.06, -0.02], [0.01, 0.01, 0.00], [0.00, 0.01, 0.00], [0.00, 0.00, 0.00], [-0.01, 0.01, 0.00], [0.14, 0.07, 0.17], [-0.25, -0.14, -0.29], [0.06, -0.08, -0.01], [0.06, 0.02, -0.05], [0.01, 0.00, 0.01], [0.00, 0.00, 0.02], [0.00, 0.00, -0.01], [0.00, -0.01, 0.02], [0.02, 0.01, -0.03], [0.02, 0.09, 0.05], [0.00, 0.00, 0.00], [0.00, 0.00, 0.00], [0.00, 0.00, -0.01]]
}


[2]
{
  "formula": "C27H20AsN3O9OsS2",
  "method": "wB97M-V/def2-TZVPD",
  "species": ["Os", "O", "C", "C", "O", "C", "C", "O", "C", "O", "O", "C", "N", "C", "C", "O", "N", "C", "N", "H", "H", "H", "H", "H", "H", "H", "O", "S", "O", "O", "S", "C", "C", "C", "C", "C", "C", "As", "C", "C", "C", "C", "C", "C", "C", "C", "C", "C", "C", "C", "H", "H", "H", "H", "H", "H", "H", "H", "H", "H", "H", "H", "H"],
  "coordinates": [[1.537701, 0.873051, 0.585357], [0.176638, 4.231773, 5.552460], [0.446022, 3.607657, 4.571928], [-0.278518, 3.695768, 3.206259], [-1.220288, 4.387732, 2.934116], [0.421887, 2.700079, 2.368750], [1.473900, 2.130053, 3.042767], [2.166869, 1.195563, 2.404922], [1.564054, 2.546329, 4.435544], [2.290238, 2.155907, 5.314702], [0.138271, 2.275232, 1.182705], [1.338932, -3.435275, 4.084337], [0.836309, -2.538238, 3.065333], [-0.560305, -2.340177, 2.742022], [-0.490581, -1.167763, 1.779551], [-1.428580, -0.605068, 1.284975], [0.852420, -0.868632, 1.557943], [1.579007, -1.653178, 2.393238], [2.886326, -1.572183, 2.542342], [0.509437, -4.026179, 4.462414], [1.772088, -2.883915, 4.922370], [2.081830, -4.120382, 3.672180], [-1.160852, -2.078864, 3.614150], [-0.998012, -3.207526, 2.243463], [3.397590, -0.844957, 2.052436], [3.352194, -2.098440, 3.259956], [4.479983, 2.426338, 0.051837], [3.771808, 1.680776, -0.940739], [2.199556, 2.051549, -0.797052], [4.168862, 1.765077, -2.305531], [3.447078, -0.270233, -0.327431], [1.250500, 1.437742, -5.499672], [0.101257, 2.006316, -4.972680], [-0.319034, 1.671670, -3.692195], [0.418831, 0.763327, -2.944506], [1.573925, 0.195611, -3.468885], [1.986391, 0.532704, -4.747409], [-0.128221, 0.286576, -1.153826], [-1.933741, 0.904761, -1.026386], [-2.385133, 2.187350, -0.779084], [-3.755608, 2.416832, -0.752078], [-4.642612, 1.371333, -0.969441], [-4.180280, 0.083016, -1.202739], [-2.815086, -0.163162, -1.227555], [-2.182336, -1.491790, -1.404271], [-2.847831, -2.698992, -1.575022], [-2.123983, -3.878194, -1.689496], [-0.735423, -3.871836, -1.634909], [-0.056346, -2.669845, -1.468402], [-0.785122, -1.499930, -1.360669], [1.580463, 1.707121, -6.494496], [-0.471199, 2.717280, -5.554065], [-1.218523, 2.117853, -3.288808], [2.172232, -0.486278, -2.876431], [2.894519, 0.102220, -5.147820], [-1.687079, 2.990021, -0.583793], [-4.130403, 3.411171, -0.549461], [-5.708034, 1.559725, -0.944510], [-4.888320, -0.721945, -1.353284], [-3.929163, -2.728405, -1.616031], [-2.650063, -4.814653, -1.823246], [-0.183491, -4.797967, -1.727690], [1.027047, -2.651505, -1.428447]],
  "atomic_forces_ev_per_a": [[-0.39, -0.44, -0.33], [-0.02, -0.05, 0.00], [0.10, 0.16, -0.02], [-0.13, -0.14, 0.03], [0.05, 0.04, 0.01], [0.06, -0.05, -0.10], [-0.05, 0.08, 0.07], [0.20, 0.12, 0.13], [-0.01, -0.06, -0.01], [0.00, 0.01, 0.00], [-0.04, 0.03, 0.15], [0.01, 0.01, 0.01], [0.00, -0.01, 0.05], [0.00, 0.02, -0.01], [0.10, -0.11, -0.05], [0.05, 0.02, 0.27], [-0.14, 0.13, 0.09], [-0.06, 0.02, -0.06], [0.06, 0.01, -0.07], [0.00, 0.00, -0.01], [0.00, 0.00, 0.00], [0.00, 0.00, 0.00], [0.01, -0.01, 0.02], [-0.02, 0.02, -0.01], [-0.05, -0.03, 0.03], [0.01, 0.00, -0.02], [0.10, 0.01, -0.06], [-0.28, 0.10, 0.18], [0.44, 0.10, -0.02], [-0.09, -0.03, -0.08], [0.05, 0.01, 0.17], [0.01, -0.01, 0.01], [-0.01, 0.00, 0.01], [-0.01, -0.01, -0.04], [0.01, 0.04, 0.02], [0.00, 0.00, -0.01], [-0.01, 0.00, -0.02], [0.08, 0.06, -0.13], [-0.04, 0.00, -0.07], [0.00, -0.02, -0.01], [-0.01, 0.00, 0.00], [0.00, 0.00, 0.00], [-0.01, 0.01, 0.00], [0.01, 0.00, -0.04], [0.00, 0.01, -0.06], [-0.03, 0.03, 0.00], [0.03, -0.03, 0.01], [-0.03, 0.01, 0.02], [0.00, 0.00, -0.01], [0.02, -0.07, -0.03], [0.00, 0.00, 0.00], [0.00, 0.00, 0.00], [0.00, 0.00, 0.01], [-0.01, 0.00, 0.00], [0.00, 0.00, 0.01], [0.00, 0.01, 0.00], [0.01, 0.00, 0.00], [0.00, 0.00, 0.00], [0.00, 0.00, 0.00], [0.00, 0.00, 0.00], [0.00, 0.00, 0.00], [0.00, -0.01, 0.00], [0.00, 0.01, -0.01]]
}


The energy above the lowest of the compared OMol25 structures with the same formula, charge and spin results, record by record, are as follows: 61.4 0.0 kJ/mol.